Entry 1:
C5H8O2 in the gas phase, computed with the ωB97M-V functional and the def2-TZVPD basis.

Computed properties:
E_LUMO	0.87	eV
HOMO	-9.27	eV
SMILES	C[C@@]1(O)CCC1=O
total energy	-9408.8084	eV
gap between HOMO and LUMO	0.373	Ha
max |F|	0.6	eV/A
energy above the lowest of the compared OMol25 structures with the same formula, charge and spin	98.8	kJ/mol

The geometry in XYZ format:
```
15
Properties=species:S:1:pos:R:3:forces:R:3
C -1.695835 -0.468999 -0.148950 -0.034 -0.018 0.007
C -0.375566 0.270544 -0.093764 -0.105 -0.214 0.112
O -0.519213 1.653280 -0.374390 -0.099 0.053 -0.239
C 0.568173 0.147412 1.130234 -0.084 0.024 0.195
C 1.775570 -0.163824 0.203798 0.141 -0.058 -0.026
C 0.768929 -0.356158 -0.923657 0.114 -0.212 -0.493
O 0.790002 -0.908175 -1.990963 -0.001 0.304 0.461
H -2.400003 -0.078681 0.591998 0.125 -0.020 -0.066
H -2.135260 -0.350230 -1.147402 0.055 -0.029 0.146
H -1.557318 -1.542352 0.015404 0.004 0.150 0.026
H -0.984138 1.735015 -1.218097 0.087 0.049 0.093
H 0.636665 1.071349 1.707720 -0.021 -0.151 -0.073
H 0.311346 -0.685264 1.790676 0.000 0.107 -0.129
H 2.415024 0.706382 0.025608 -0.092 -0.103 0.017
H 2.401625 -1.030305 0.431792 -0.090 0.117 -0.033
```
Forces are in eV/Å.

Here are the Löwdin charges for atoms 1 to 6, given in e: number 1, C, carries -0.0064; number 2, C, carries -0.5097; number 3, O, carries 0.0144; number 4, C, carries -0.0804; number 5, C, carries -0.0605; number 6, C, carries -0.3342



Entry 2:
10 unconnected molecules or ions with the total composition C30H60O30 at a distorted geometry, computed with the ωB97M-V functional and the def2-TZVPD basis.

Computed properties:
total charge	-1
E_LUMO (spin up / spin down)	2.05 / 2.12	eV
HOMO (spin up / spin down)	0.78 / -7.97	eV
total energy	-93502.2514	eV
gap between HOMO and LUMO (spin up / spin down)	0.047 / 0.371	Ha
spin multiplicity	2
max |F|	5.5	eV/A

The geometry in XYZ format:
```
120
Properties=species:S:1:pos:R:3:forces:R:3
C 2.861021 -1.864807 6.342788 -0.258 1.258 0.110
O 4.216891 -2.210597 6.656848 0.449 -1.764 0.470
C 5.240441 -1.435847 6.320738 0.633 -0.083 0.764
O 5.139111 -0.378627 5.789368 0.241 0.980 -0.572
O 6.434401 -2.003737 6.750658 -0.820 0.453 -0.306
C 7.673651 -1.215307 6.807018 -0.964 -0.272 -0.551
H 2.099611 -2.500957 6.794088 1.009 -0.670 0.189
H 2.657021 -1.852287 5.272128 0.391 0.150 -0.044
H 2.656031 -0.902287 6.811458 0.048 0.351 -0.442
H 8.458051 -1.927777 6.551648 -0.034 -0.004 0.497
H 7.758181 -0.770027 7.798318 0.141 -0.290 0.015
H 7.766201 -0.412097 6.076008 -0.663 -0.046 -0.142
C -1.490009 6.280453 -0.603122 0.784 0.747 -0.223
O -1.405179 5.134143 -1.379712 1.150 -2.713 -3.892
C -0.870109 5.091863 -2.657842 -0.228 0.725 -1.676
O -0.833129 4.102493 -3.389602 -0.176 2.602 2.597
O -0.437439 6.383723 -3.086752 -1.229 -0.605 1.131
C -0.164119 6.704483 -4.459562 0.610 -1.515 -1.252
H -0.535779 6.794573 -0.718172 -0.146 0.397 0.576
H -1.628749 5.847123 0.387368 -0.235 0.763 0.118
H -2.288099 6.900713 -1.011062 -0.148 0.181 0.574
H 0.564461 5.980503 -4.824422 0.188 0.088 -0.044
H 0.205071 7.701313 -4.700662 0.384 0.189 1.522
H -0.955419 6.674073 -5.208582 -0.990 -0.685 0.768
C 3.479791 -5.688527 4.130328 -0.818 0.417 -0.104
O 2.768761 -5.258007 2.905578 1.423 -0.022 1.086
C 3.215541 -4.093647 2.401528 0.524 2.394 -0.517
O 3.663961 -3.110147 2.961688 -0.118 -1.176 1.050
O 3.057651 -4.089967 1.107558 -0.627 -1.556 -2.268
C 3.382661 -2.999377 0.182408 -0.476 -0.039 1.371
H 3.324451 -5.000267 4.961148 -0.318 0.168 -0.160
H 4.563821 -5.753587 4.036758 -0.105 -0.121 -0.644
H 3.030421 -6.652567 4.368608 0.203 0.077 -0.086
H 4.446191 -3.012967 -0.055982 -0.035 0.050 0.285
H 3.046521 -2.084627 0.670608 0.334 0.142 -0.295
H 2.798911 -3.149077 -0.725842 -0.055 -0.247 0.325
C 0.754921 -0.931597 2.643938 0.898 -2.217 0.064
O -0.108319 -0.200357 1.841118 -1.443 1.766 0.901
C -0.175599 -0.382837 0.557478 3.050 -2.222 -4.010
O 0.523181 -1.234847 -0.074362 -2.265 2.239 1.862
O -0.920549 0.562013 -0.017942 -1.174 0.017 0.231
C -1.197679 0.689383 -1.458192 1.509 0.059 0.598
H 1.779861 -0.958067 2.273948 -0.018 0.441 -0.013
H 0.433281 -1.972897 2.625278 -0.046 -0.304 -0.044
H 0.735861 -0.660147 3.699428 -0.296 0.776 -0.359
H -1.333079 1.759763 -1.613292 -0.010 -0.038 0.204
H -2.062219 0.170403 -1.872112 0.003 -0.447 0.785
H -0.287259 0.388773 -1.976722 -0.136 -0.160 -0.161
C -1.528759 -0.725577 7.460188 -1.157 0.505 -0.445
O -0.605059 -1.724587 7.184968 2.026 -1.626 -0.901
C -0.907149 -2.771827 6.410028 -3.889 -1.370 -0.528
O -2.096889 -3.138897 6.124238 4.492 1.319 0.769
O 0.231571 -3.406547 6.070818 -0.291 -0.011 1.268
C 0.153581 -4.620137 5.283978 -0.850 0.786 -0.822
H -1.175949 -0.209747 8.353248 -0.381 -0.277 0.096
H -2.515099 -1.188507 7.490618 -0.134 0.328 0.582
H -1.547739 -0.000677 6.646398 0.083 0.088 -0.137
H -0.748259 -5.185387 5.519088 -0.169 0.382 -0.275
H 0.979211 -5.327997 5.357138 0.422 0.794 0.748
H 0.183311 -4.165837 4.293608 -0.416 -0.961 -0.471
C 3.743371 1.654103 0.540228 1.436 0.668 0.286
O 2.799861 1.463053 1.555888 -0.932 1.011 3.097
C 2.948621 2.112013 2.811508 1.991 0.932 -0.327
O 3.892351 2.790683 3.231018 -1.694 -1.720 -1.780
O 1.867971 1.884493 3.533698 -0.495 -1.064 -2.017
C 1.864921 2.072983 4.903858 0.057 0.283 1.960
H 4.716211 1.881263 0.976208 0.193 -0.248 0.124
H 3.535871 2.536013 -0.065812 -0.506 -0.232 -0.259
H 3.816971 0.726153 -0.026862 -0.239 0.225 -0.092
H 1.009201 1.532123 5.307968 -0.147 0.039 -0.278
H 1.764051 3.115643 5.205168 0.026 0.149 -0.305
H 2.733801 1.674213 5.427438 0.338 -0.052 -0.421
C -3.188789 -1.764027 2.711008 1.921 1.333 0.248
O -3.924809 -2.656877 1.920218 -1.331 -0.669 1.999
C -3.694679 -2.688167 0.659928 1.232 -1.313 -2.789
O -2.991459 -1.929597 0.030108 -0.588 -0.173 0.052
O -4.263839 -3.838427 0.152798 -0.475 0.571 0.536
C -3.983749 -4.263737 -1.196292 1.408 0.908 0.523
H -3.108849 -0.776267 2.257088 -0.661 0.151 0.116
H -2.133629 -2.034707 2.749388 0.124 -0.605 -0.218
H -3.466999 -1.736887 3.764558 -0.828 -0.215 -0.428
H -4.452019 -3.618087 -1.939232 -0.226 -0.478 0.204
H -4.189449 -5.331027 -1.278032 -0.518 0.304 0.131
H -2.909059 -4.147127 -1.336052 0.088 0.024 -0.239
C -4.381729 4.130163 -8.030442 -0.603 0.457 -1.017
O -3.925879 4.480453 -6.738862 0.631 0.219 1.075
C -4.532319 3.965663 -5.654292 -1.354 -2.195 0.442
O -5.566899 3.295743 -5.689972 1.854 1.477 0.125
O -3.787169 4.178203 -4.533182 0.361 0.359 -2.735
C -4.125509 3.520403 -3.344942 -1.350 0.185 1.259
H -4.497069 3.062533 -8.217452 -0.066 0.033 0.473
H -3.696319 4.529553 -8.777982 0.644 -0.132 0.505
H -5.285309 4.674403 -8.305112 -0.483 -0.320 0.491
H -4.345649 2.453663 -3.386412 0.408 -0.083 -0.661
H -5.053329 3.972533 -2.994492 -0.070 0.012 0.339
H -3.339009 3.723653 -2.618162 0.018 -0.052 -0.285
C 3.376681 -0.080077 -7.283402 0.837 -1.042 -0.819
O 2.432341 0.074113 -6.284392 -1.901 0.871 1.615
C 1.393381 0.923963 -6.490442 0.930 2.908 -2.706
O 1.153841 1.471173 -7.604562 0.146 -2.231 3.349
O 0.913721 1.318613 -5.308262 -0.714 -1.690 -0.079
C -0.386789 1.950053 -5.218352 -0.146 1.052 -1.460
H 3.680301 0.861083 -7.741802 -0.330 -0.160 -0.246
H 3.021291 -0.863137 -7.953202 -0.070 0.516 -0.744
H 4.251761 -0.554737 -6.839522 0.031 0.313 0.406
H -1.205229 1.547933 -5.815482 0.355 -1.194 -0.031
H -0.283059 2.899013 -5.744492 0.088 0.476 0.764
H -0.733069 2.040993 -4.188832 0.762 -0.046 -0.225
C -5.043499 -1.255757 -2.837522 -0.488 -1.472 0.192
O -4.350149 -0.683887 -3.939112 0.627 -0.138 0.033
C -3.194849 -1.287657 -4.329032 -1.338 0.510 -1.050
O -2.573629 -2.123787 -3.741472 -0.019 0.277 -0.112
O -2.969899 -0.808947 -5.593502 0.278 0.015 0.856
C -1.767709 -1.282207 -6.186702 1.134 -0.868 0.724
H -5.263619 -2.309477 -3.008782 0.259 -0.208 -0.599
H -6.059979 -0.865607 -2.785922 0.477 0.848 0.112
H -4.503289 -1.304367 -1.892052 0.152 0.855 -0.041
H -1.584229 -0.893327 -7.188302 -0.730 -0.003 0.107
H -1.735909 -2.369687 -6.119782 -0.319 -0.135 -0.611
H -0.884079 -1.041227 -5.595752 -0.061 0.569 0.263
```
Forces are in eV/Å.

Here are the Löwdin charges for atoms 1 to 6, given in e: number 1, C, carries -0.0341; number 2, O, carries -0.0072; number 3, C, carries -0.5939; number 4, O, carries 0.1353; number 5, O, carries -0.0413; number 6, C, carries -0.0386



Entry 3:
C5H11N3O in the gas phase at a distorted geometry, computed with the ωB97M-V functional and the def2-TZVPD basis.

Computed properties:
E_LUMO	0.53	eV
HOMO	-8.53	eV
SMILES	C[C@H](N)/C(=C\N)C(N)=O
total energy	-11876.0521	eV
gap between HOMO and LUMO	0.333	Ha
max |F|	7.2	eV/A
energy above the lowest of the compared OMol25 structures with the same formula, charge and spin	551.8	kJ/mol

The geometry in XYZ format:
```
20
Properties=species:S:1:pos:R:3:forces:R:3
C -1.972280 0.012128 -0.246020 2.383 3.259 2.137
C -0.563792 -0.760731 -0.282700 -4.992 1.103 5.006
N -0.914940 -1.802429 0.702237 -0.545 -3.617 -1.545
C 0.608090 0.017831 0.018037 4.223 1.607 -1.010
C 1.199380 0.899367 -0.943793 -3.449 -1.951 0.102
N 0.286443 1.346852 -2.182157 3.301 0.511 1.931
C 1.411671 -0.396499 1.382321 -0.088 -0.651 0.045
N 2.224838 0.846461 1.780181 -3.327 -1.301 3.501
O 1.283742 -1.468513 1.988550 1.201 3.580 -1.787
H -1.793087 0.822149 -0.931797 -1.089 0.437 -0.480
H -2.228966 0.516268 0.758981 1.488 -0.353 -0.974
H -2.905044 -0.465557 -0.235306 -0.975 -1.638 -1.502
H -0.665978 -1.228627 -1.138528 0.876 -1.685 -5.075
H -1.924221 -2.070283 0.204105 3.615 -0.397 2.110
H -0.132929 -2.634445 0.607517 -2.974 2.289 0.339
H 2.308594 1.109437 -0.793200 -1.881 0.619 -0.740
H 0.661582 2.177166 -2.752043 -0.907 -2.363 1.223
H -0.481958 0.756928 -2.569424 1.479 0.718 0.702
H 2.262263 0.938596 2.930267 0.490 -1.116 -3.527
H 1.336593 1.383902 1.702774 1.173 0.948 -0.456
```
Forces are in eV/Å.

Here are the Löwdin charges for atoms 1 to 6, given in e: number 1, C, carries -0.0645; number 2, C, carries -0.4602; number 3, N, carries -0.0387; number 4, C, carries -0.1459; number 5, C, carries -0.0099; number 6, N, carries -0.0024